No. 1
ORCA calculation (the ωB97M-V functional and the def2-TZVPD basis) on the molecule C19H32N2O2.

Structure (XYZ):
```
55
Properties=species:S:1:pos:R:3:lowdin_charge:R:1
C 4.38 -0.58 6.30 -0.115
C 4.34 -1.20 4.91 -0.268
C 2.93 -1.24 4.31 -0.224
C 1.99 -2.19 5.04 -0.208
C 0.64 -2.35 4.34 -0.176
C -0.22 -1.08 4.37 -0.194
O 0.25 -0.05 3.53 -0.065
C 0.15 -0.17 2.18 -0.272
C 0.81 0.80 1.43 0.000
C 0.75 0.79 0.06 -0.036
C 0.04 -0.19 -0.62 -0.237
C -0.03 -0.22 -2.12 -0.161
N -1.41 -0.34 -2.57 -0.169
C -1.56 -0.65 -3.97 -0.168
C -1.33 0.56 -4.89 -0.168
N -2.23 1.63 -4.53 -0.193
C -2.18 2.75 -5.45 -0.184
C -3.04 2.44 -6.68 -0.264
O -4.33 2.05 -6.29 -0.069
C -2.01 2.01 -3.14 -0.168
C -2.24 0.80 -2.23 -0.159
C -0.62 -1.16 0.12 -0.027
C -0.57 -1.16 1.51 -0.012
H 5.41 -0.50 6.65 0.067
H 3.94 0.41 6.29 0.074
H 3.83 -1.19 7.02 0.063
H 4.74 -2.22 4.96 0.104
H 4.99 -0.62 4.25 0.103
H 3.01 -1.55 3.27 0.117
H 2.52 -0.23 4.32 0.107
H 1.82 -1.83 6.06 0.107
H 2.46 -3.17 5.11 0.115
H 0.81 -2.65 3.31 0.107
H 0.08 -3.14 4.84 0.115
H -0.20 -0.64 5.37 0.131
H -1.26 -1.33 4.12 0.118
H 1.36 1.56 1.96 0.117
H 1.27 1.56 -0.50 0.111
H 0.49 0.67 -2.53 0.111
H 0.51 -1.10 -2.49 0.130
H -0.88 -1.46 -4.24 0.119
H -2.59 -1.00 -4.11 0.123
H -1.52 0.26 -5.93 0.117
H -0.27 0.88 -4.82 0.124
H -1.15 3.00 -5.76 0.125
H -2.61 3.62 -4.94 0.121
H -2.57 1.66 -7.28 0.105
H -3.15 3.34 -7.30 0.118
H -4.21 1.49 -5.51 0.075
H -2.72 2.80 -2.87 0.124
H -0.99 2.41 -2.99 0.123
H -2.05 1.07 -1.19 0.120
H -3.28 0.48 -2.33 0.125
H -1.18 -1.91 -0.40 0.117
H -1.11 -1.92 2.04 0.107
```

Computed properties:
SMILES ... CCCCCCOc1ccc(CN2CCN(CCO)CC2)cc1
HOMO energy ... -8.25 eV

No. 2
ORCA calculation (the ωB97M-V functional and the def2-TZVPD basis) on the molecule CF3NO3.

Structure (XYZ):
```
8
Properties=species:S:1:pos:R:3:lowdin_charge:R:1
O 2.25 -0.68 -0.12 0.185
N 1.33 0.03 -0.07 -0.413
O 1.19 1.19 0.03 0.181
O 0.16 -0.80 -0.09 0.111
C -1.11 -0.08 0.05 -0.655
F -2.07 -0.94 0.08 0.246
F -1.24 0.68 -1.02 0.194
F -1.08 0.68 1.18 0.151
```

Computed properties:
SMILES ... O=[N+]([O-])OC(F)(F)F
HOMO energy ... -12.65 eV

No. 3
ORCA calculation (the ωB97M-V functional and the def2-TZVPD basis) on a structure of composition C19H15NS4Ti.

Structure (XYZ):
```
40
Properties=species:S:1:pos:R:3:lowdin_spin:R:1
Ti 0.77 0.79 0.81 1.643
S 2.35 2.25 1.96 0.027
C 1.69 1.09 3.10 0.028
C 2.56 0.23 3.81 0.003
C 2.09 -0.82 4.55 0.015
C 0.72 -1.09 4.63 0.001
C -0.16 -0.27 3.97 0.016
C 0.30 0.81 3.20 0.005
S -0.88 1.97 2.48 0.024
C -2.05 0.99 1.42 0.016
C -1.92 1.38 -0.03 0.025
C -3.02 1.64 -0.84 -0.003
C -2.81 1.90 -2.18 0.026
C -1.52 1.94 -2.67 -0.003
C -0.47 1.73 -1.79 0.028
C 0.97 1.78 -2.21 0.024
S 1.96 0.47 -1.42 0.039
C 1.18 -1.03 -2.00 0.014
C 1.27 -1.33 -3.35 0.001
C 0.71 -2.49 -3.86 0.001
C 0.08 -3.36 -2.98 0.000
C 0.00 -3.08 -1.63 0.001
C 0.54 -1.90 -1.10 0.011
S 0.39 -1.63 0.63 0.023
N -0.68 1.43 -0.52 0.021
H 3.63 0.42 3.73 0.000
H 2.79 -1.46 5.08 0.001
H 0.36 -1.93 5.20 0.000
H -1.23 -0.43 4.05 0.001
H -3.06 1.20 1.78 0.002
H -1.84 -0.07 1.56 0.005
H -4.01 1.61 -0.43 -0.001
H -3.65 2.08 -2.84 0.002
H -1.32 2.14 -3.71 0.000
H 1.44 2.70 -1.85 0.004
H 1.07 1.75 -3.30 0.001
H 1.80 -0.65 -4.01 0.000
H 0.78 -2.71 -4.91 0.000
H -0.36 -4.28 -3.36 0.000
H -0.49 -3.77 -0.96 0.000
```

Computed properties:
Multiplicity ... 3
HOMO energy (spin up / spin down) ... -6.04 / -7.52 eV

Going through the records in order, we get max |F| values of 0.57, 3.21, 1.27 eV/Å.
Going through the records in order, we get DFT total energy values of -27297.0364, -16817.9959, -87894.6682 eV.